(1)
Entry from the OMol25 dataset: a structure of composition C17H14Br2F2Mg2O8 at a distorted geometry (ωB97M-V/def2-TZVPD).

```
45
Properties=species:S:1:pos:R:3:forces:R:3
O -4.055858 1.074809 -2.498913 2.1 -4.0 2.0
C -3.528857 0.097470 -1.906318 -0.5 1.5 -0.7
C -4.262926 -1.338249 -1.746413 -0.2 -1.7 0.7
C -5.007512 -1.967792 -2.993150 -0.1 -2.5 3.5
C -5.652799 -3.393915 -2.785603 2.3 1.1 2.4
C -5.539262 -4.117236 -1.382749 1.3 2.6 -1.4
C -4.773769 -3.437136 -0.122595 0.1 1.7 -3.2
C -4.134626 -2.032824 -0.330567 -0.8 -1.1 -2.1
C -3.300196 -1.234953 0.801173 -0.3 -0.2 1.8
O -3.645761 -1.204592 2.019897 1.5 -0.4 -4.8
C -1.968527 -0.503137 0.239977 1.8 1.2 -1.4
C -0.645142 -0.494108 1.046106 -0.7 1.5 -3.1
C 0.598606 0.192284 0.409202 -5.0 0.0 -2.2
O 1.832049 0.155637 1.174052 0.4 -1.4 -0.6
C 0.500661 0.828190 -0.990070 -2.0 -1.1 1.2
C -0.829673 0.850098 -1.811832 -0.5 -1.9 3.7
C -2.079506 0.174383 -1.189330 2.5 -0.2 1.7
H -5.074520 -1.423215 -4.007187 0.2 -0.9 1.9
H -6.168562 -3.898286 -3.688411 1.0 0.8 1.8
H -6.021231 -5.166543 -1.344356 1.2 1.5 -0.1
H -4.672627 -3.989152 0.883525 0.8 1.0 -1.7
H -0.655153 -1.000184 2.080027 0.2 1.0 -1.9
H 2.201286 -0.761168 0.948468 -1.2 0.2 -1.2
H 1.431439 1.295391 -1.455808 -1.5 -0.9 0.8
H -0.905680 1.304932 -2.861677 0.3 -0.7 1.9
C 3.553744 3.063114 2.455718 -0.7 0.2 1.0
C 5.038326 2.875908 2.435193 0.5 1.3 0.2
O 5.465545 3.783734 1.445920 -0.4 -0.4 0.6
C 4.548059 4.793282 1.460368 0.1 2.1 -1.1
O 4.717419 5.860334 0.954833 -0.2 -1.3 0.6
O 3.414267 4.433345 2.132224 0.5 -0.4 -0.3
F 5.376096 1.604947 2.029966 -0.3 -1.3 -0.5
H 3.038628 2.456960 1.695957 0.0 -0.1 -0.4
H 3.120382 2.843719 3.433764 0.1 0.2 0.0
H 5.530731 3.103893 3.383386 0.0 -0.5 -0.1
Mg 3.613998 0.179522 2.054718 0.8 1.2 1.1
Br 4.499410 1.231677 5.359299 -0.5 -0.6 -1.5
O 4.181194 -2.515966 -0.549044 3.6 -1.0 2.3
H 4.100647 -2.883881 -1.440908 -0.1 0.2 0.0
H 5.008292 -2.906045 -0.204971 0.1 -0.1 0.1
F -6.377412 -1.897935 -1.351274 -2.3 1.7 0.2
Mg -6.501018 -4.955121 0.952629 -0.6 0.5 -0.2
Br 2.241543 -1.962302 -1.717628 -3.4 1.4 -1.3
O 6.270422 5.515205 -1.871278 0.3 -0.1 -0.8
H 5.850690 5.445539 -1.019187 -0.3 0.1 0.7
```
Forces are in eV/Å.

The HOMO energy is -6.42 eV. The calculation puts the gap between HOMO and LUMO at 0.9 eV. For the LUMO energy, the calculation gives -5.499 eV. Its maximum force is 5.51 eV Å⁻¹.

Here are the natural (NBO) charges for atoms 1 to 8, given in e: O -0.474; C 0.516; C 0.058; C -0.018; C -0.125; C -0.267; C -0.278; C -0.100

---

(2)
Entry from the OMol25 dataset: a cluster of 15 separate species, C5H37NO15 in total at a distorted geometry (ωB97M-V/def2-TZVPD).

```
58
Properties=species:S:1:pos:R:3:forces:R:3
C 0.837605 -1.096517 -2.612998 -0.5 -0.6 0.9
C -0.025456 -1.450881 -1.356632 0.3 1.1 0.0
C -0.379850 -0.318804 -0.427279 -0.2 -0.1 0.2
C 0.337522 0.048836 0.620064 0.9 0.2 0.2
C 2.296433 -1.244527 -2.192725 -1.5 0.2 -1.6
N 2.758125 -2.522810 -2.267549 0.5 1.7 0.1
O 2.977664 -0.277504 -1.902697 0.5 -0.3 0.2
H 0.546371 -1.852155 -3.341915 0.4 0.0 -0.3
H 0.614226 -0.115358 -3.025826 0.2 0.1 0.2
H 0.577390 -2.123655 -0.751331 -0.3 -0.6 -0.1
H -0.972838 -1.875335 -1.684674 0.2 -0.5 0.1
H -1.384818 0.065996 -0.546484 0.0 0.2 -0.2
H 0.083050 0.768924 1.390060 -0.4 0.2 -0.3
H 1.352795 -0.310645 0.773478 -0.1 -0.3 -0.1
H 2.099351 -3.245269 -2.037458 0.4 -0.5 0.2
H 3.717327 -2.486527 -1.953133 0.0 -1.1 0.3
H -0.804351 -3.202165 2.187362 0.3 -0.1 0.2
H -0.897095 -3.029019 0.735464 0.3 -0.2 -0.2
O -0.272031 -3.373402 1.398907 -0.7 0.3 0.1
H -1.749048 2.846519 1.242548 0.2 -0.1 0.0
H -2.329603 3.420183 2.493977 -0.1 -0.1 0.3
O -1.768927 2.694427 2.200241 -0.1 0.2 -0.6
H 2.430382 1.380914 -1.572671 0.7 0.2 -0.4
H 2.943154 2.926953 -1.640979 0.3 -0.4 -0.4
O 2.341903 2.292112 -1.256680 -1.0 0.3 0.7
H 2.668152 2.887010 1.393529 0.1 -0.6 -0.4
H 1.817465 4.011354 1.867806 0.1 0.2 0.0
O 2.345616 3.744038 1.104860 -0.4 0.5 0.5
H 3.095789 1.572382 3.467038 0.0 -0.1 0.1
H 2.778740 0.150997 3.016417 0.1 -0.1 -0.1
O 2.623412 1.076258 2.791039 0.1 0.2 0.1
H 2.430758 -2.267159 2.402481 -0.1 0.2 -0.6
H 3.612137 -1.807599 1.424202 -0.5 0.1 -0.1
O 3.368919 -2.065055 2.318765 0.4 -0.1 0.6
H -0.389802 4.632652 -0.162549 -0.2 0.0 -0.2
H 0.678268 3.588342 -0.239605 0.3 -0.5 -0.4
O -0.161534 3.841680 -0.666136 0.0 0.2 0.6
H -2.670284 0.081485 -4.061705 -0.4 0.5 -0.6
H -3.155105 0.008848 -2.718676 -0.6 0.5 0.3
O -3.373741 0.491666 -3.534169 1.0 -1.0 0.1
H -4.532001 0.347724 -1.228561 0.0 0.4 -0.1
H -3.427059 1.464203 -0.961528 -0.5 0.0 -0.3
O -3.720554 0.552325 -0.754722 0.2 -0.2 0.3
H 2.793302 -3.848159 0.880342 0.6 0.1 -0.6
H 1.559743 -4.537170 0.742713 -0.6 -0.2 -0.7
O 2.281558 -4.251724 0.160304 0.0 0.0 1.2
H -1.865129 3.067592 -1.192114 0.2 0.7 -0.3
H -3.154757 3.890812 -1.681388 0.4 0.0 -0.3
O -2.826208 3.176642 -1.136646 -0.4 -0.8 0.7
H -3.153398 -1.865386 0.020408 0.1 -0.2 0.3
H -3.648497 -3.231940 0.522906 0.0 0.1 0.0
O -3.155599 -2.813860 -0.188035 0.1 0.0 -0.3
H -2.248687 -0.362318 3.846530 0.1 -0.2 0.3
H -1.865554 0.832608 3.100418 0.4 0.5 0.5
O -1.659808 0.393765 3.939138 -0.3 -0.1 -0.3
H -2.036061 0.084261 1.302950 0.9 -0.6 0.0
H -3.435110 -0.039721 1.267444 -0.5 -0.7 0.0
O -2.676648 -0.616001 1.474843 -0.7 1.1 0.2
```
Forces are in eV/Å.

The HOMO energy is -9.56 eV. The calculation puts the gap between HOMO and LUMO at 9.7 eV. For the LUMO energy, the calculation gives 0.161 eV. The value obtained for the relative energy (zero: lowest compared OMol25 entry of this formula, charge and spin) is 84.5 kcal/mol. Its maximum force is 2.16 eV Å⁻¹.

Here are the natural (NBO) charges for atoms 1 to 8, given in e: C -0.503; C -0.445; C -0.201; C -0.389; C 0.699; N -0.818; O -0.653; H 0.217

---

(3)
Entry from the OMol25 dataset: a structure of composition C20H21FeNO2 at a distorted geometry (ωB97M-V/def2-TZVPD).

```
45
Properties=species:S:1:pos:R:3:forces:R:3
C 6.169665 -0.737819 -2.001434 0.1 0.1 0.2
C 4.830326 -0.798634 -1.303973 0.3 0.0 0.3
C 4.019070 -1.933305 -1.402948 -0.4 0.6 0.1
C 2.717986 -1.954108 -0.883870 0.5 -0.5 0.1
C 2.213365 -0.890549 -0.109911 0.2 0.7 -0.4
C 0.876170 -0.868937 0.660633 0.8 -2.7 1.4
N 0.540152 -2.301385 1.136061 1.1 3.3 -1.3
O -0.138471 -2.425316 2.166212 -1.5 -0.1 2.6
O 0.923744 -3.263822 0.436462 0.4 -2.6 -1.3
C 3.052076 0.236717 -0.004298 -0.2 -0.3 0.5
C 4.329825 0.283847 -0.560378 0.0 -0.1 -0.3
H 6.738458 0.155254 -1.712359 0.0 -0.3 -0.1
H 6.798788 -1.625260 -1.827477 -0.2 0.3 0.0
H 6.014775 -0.678391 -3.088345 0.1 0.0 0.2
H 4.414417 -2.850283 -1.852010 -0.2 0.4 -0.2
H 2.139504 -2.863107 -1.031155 0.0 0.5 0.2
H 1.023676 -0.341751 1.626940 0.0 0.0 -0.6
H 2.686648 1.082199 0.585299 0.1 -0.2 -0.1
H 4.969221 1.159915 -0.371738 -0.4 -0.4 -0.3
C -0.538969 -0.973868 -1.424804 -0.1 -0.1 0.1
C -0.298720 -0.298961 -0.063431 -1.3 1.1 -0.3
C -1.615578 -0.267437 0.762677 -0.7 -1.3 0.7
C -1.872218 0.162307 2.141376 -0.4 -0.7 -0.8
C -3.295248 0.061762 2.417295 0.7 -1.3 -0.8
C -3.935877 -0.525676 1.244377 1.3 -0.6 0.5
C -2.896939 -0.761224 0.255335 0.3 -0.3 1.3
Fe -2.988758 1.156445 0.794680 -0.7 0.1 0.2
C -2.868528 2.188079 -0.883697 -0.3 1.3 0.7
C -1.980702 2.710848 0.150795 -1.2 0.8 -0.3
C -2.796614 3.047284 1.310432 -0.4 0.5 -1.4
C -4.180815 2.728666 0.993393 0.7 0.8 -1.0
C -4.222787 2.201090 -0.359281 0.7 1.1 0.2
H 0.391168 -1.071526 -1.984307 0.1 0.0 0.1
H -0.963453 -1.977054 -1.284712 0.2 0.2 0.0
H -1.227291 -0.390615 -2.043849 -0.1 0.0 0.2
H -0.011677 0.749842 -0.250674 -0.2 -0.1 -0.1
H -1.105724 0.424422 2.868478 -0.2 0.3 -0.4
H -3.784646 0.300598 3.364096 0.2 0.1 -0.5
H -4.990674 -0.799033 1.158694 0.5 0.4 -0.1
H -3.027810 -1.296074 -0.683130 -0.1 0.6 0.1
H -2.582915 1.922562 -1.900998 -0.1 -0.2 0.5
H -0.913532 2.894814 0.041514 -0.3 -0.3 0.2
H -2.440583 3.523673 2.223825 -0.1 -0.5 -0.2
H -5.048897 2.945901 1.615560 0.5 -0.5 -0.1
H -5.121612 1.957910 -0.925356 0.4 -0.2 0.5
```
Forces are in eV/Å.

The HOMO energy (alpha / beta) is 6.13 / 1.43 eV. The calculation puts the gap between HOMO and LUMO (alpha / beta) at 2.4 / 7.3 eV. For the LUMO energy (alpha / beta), the calculation gives 8.567 / 8.766 eV. As for the spin multiplicity: 5. Its net charge is -4. As for the expectation value of S²: 6.006. Its maximum force is 3.72 eV Å⁻¹.

Here are the Mulliken charges for atoms 1 to 8, given in e: C -3.339; C 5.892; C -2.582; C 0.043; C -0.902; C -0.230; N 0.891; O -0.775

---

(4)
Entry from the OMol25 dataset: the molecule C10H13I at a distorted geometry (ωB97M-V/def2-TZVPD).

```
24
Properties=species:S:1:pos:R:3:forces:R:3
C -1.858850 -1.816492 -1.099086 -0.8 5.7 1.3
C -1.827584 -3.092121 -1.022664 -1.2 -1.6 -2.2
C 2.318031 0.183684 1.574955 0.9 0.7 1.7
C 0.019920 0.979797 0.934014 -0.7 0.4 1.4
C 1.487820 1.158986 1.219624 -0.1 0.2 -0.5
C -0.453922 0.182745 -0.015249 1.8 -0.7 -0.5
C -2.176988 -0.479328 -1.658406 -3.7 -0.6 -0.4
C -1.779741 -0.382813 -0.218555 -0.1 -1.9 -0.8
C 2.026588 2.565331 1.112591 -0.1 -1.7 3.1
C 0.618310 -0.298379 -1.049685 -0.2 -1.0 3.2
I -3.304302 -0.092654 1.295875 0.7 -0.1 -0.8
H -1.559258 -3.560593 -0.142178 0.6 -1.1 1.6
H -2.219557 -3.716823 -1.864029 0.6 0.5 0.7
H 3.229934 0.530188 2.117584 -0.3 -0.5 -1.1
H 2.129795 -0.868725 1.654630 -0.5 -0.3 -0.1
H -0.688173 1.474467 1.676421 1.0 -0.7 -0.9
H -1.599671 -0.072059 -2.428151 1.4 0.6 -0.7
H -3.238823 -0.125235 -1.932151 1.3 -1.2 0.7
H 1.236347 3.095392 1.568463 -0.6 1.7 0.3
H 2.948852 2.680943 1.694507 -0.2 0.0 -0.1
H 2.210018 2.851296 0.148648 0.2 0.8 -2.6
H 0.291703 0.036090 -1.995176 0.3 0.1 -1.2
H 0.671386 -1.444430 -0.953364 0.3 1.8 -0.6
H 1.518166 0.210740 -0.618611 -0.5 -1.0 -1.6
```
Forces are in eV/Å.

As for the structure (SMILES): C=C(C)/C=C(\C)[C@@]1(I)CC1=C. The HOMO energy is -8.44 eV. The calculation puts the gap between HOMO and LUMO at 8.7 eV. For the LUMO energy, the calculation gives 0.307 eV. The value obtained for the relative energy (zero: lowest compared OMol25 entry of this formula, charge and spin) is 0.0 kcal/mol. Its maximum force is 5.85 eV Å⁻¹.

Here are the natural (NBO) charges for atoms 1 to 8, given in e: C 0.054; C -0.398; C -0.405; C -0.259; C 0.005; C -0.021; C -0.483; C -0.158